# C33H25FeN4OS

A molecular structure, C33H25FeN4OS (wB97M-V/def2-TZVPD, the OMol25 dataset).

Computed properties:
Orbital gap (spin up / spin down) ... 7.49 / 6.94 eV
<S²> ... 8.76
Multiplicity ... 6
Total energy ... -87856.468 eV
Charge ... 0

Geometry as XYZ:
```
65
Properties=species:S:1:pos:R:3:forces:R:3:nbo_charge:R:1
Fe -0.5031 -0.3765 0.2821 0.2247 -0.3253 -0.0733 1.746
C 0.4286 -0.6612 -4.0732 0.0027 0.0454 -0.0185 -0.671
C -0.2567 -0.5945 -2.7492 0.1321 -0.1518 0.0283 0.243
N 0.3200 -0.9394 -1.6609 -0.3205 0.2843 0.0347 -0.329
N 1.5912 -1.4054 -1.6514 0.1100 -0.1340 0.2043 -0.465
C 1.7940 -1.9383 -0.4419 -0.0034 0.0232 -0.1845 0.576
O 0.9147 -1.9806 0.4726 0.0111 0.3105 0.0212 -0.767
C 3.1397 -2.5103 -0.1651 -0.0199 0.0184 0.0139 -0.063
C 3.3797 -3.0860 1.0782 0.0079 0.0072 0.0146 -0.182
C 4.6312 -3.6029 1.3766 0.0079 0.0020 -0.0070 -0.223
C 5.6493 -3.5423 0.4352 -0.0152 0.0097 -0.0173 -0.198
C 5.4129 -2.9656 -0.8071 0.0115 -0.0106 0.0147 -0.225
C 4.1624 -2.4518 -1.1086 -0.0248 -0.0116 -0.0224 -0.179
C -1.6770 -0.2250 -2.5708 -0.0417 -0.1530 0.0888 0.188
C -2.4880 0.2346 -3.5951 0.0090 0.0337 -0.0464 -0.230
C -3.8312 0.4736 -3.3423 -0.0041 0.0191 -0.0213 -0.139
C -4.3326 0.2385 -2.0778 0.0184 -0.0090 0.0157 -0.253
C -3.4521 -0.2005 -1.0995 0.0429 0.1049 -0.0488 0.092
N -2.1654 -0.4238 -1.3293 -0.1125 0.1069 -0.0106 -0.503
H 1.4274 -0.2352 -3.9819 0.0022 -0.0112 0.0127 0.250
H 0.5562 -1.7036 -4.3735 -0.0017 0.0047 -0.0061 0.244
H -0.1145 -0.1348 -4.8536 0.0001 -0.0147 0.0056 0.213
H 2.5733 -3.1164 1.7984 -0.0040 -0.0057 0.0066 0.235
H 4.8135 -4.0531 2.3440 -0.0027 0.0025 0.0012 0.212
H 6.6270 -3.9447 0.6681 0.0023 0.0006 -0.0022 0.211
H 6.2067 -2.9181 -1.5414 -0.0004 -0.0010 0.0002 0.212
H 3.9601 -2.0030 -2.0712 0.0055 0.0021 0.0002 0.233
H -2.0808 0.4119 -4.5792 0.0015 -0.0170 0.0082 0.224
H -4.4741 0.8407 -4.1316 -0.0002 -0.0084 0.0001 0.223
H -5.3726 0.4034 -1.8364 0.0021 0.0060 0.0022 0.229
H -3.7871 -0.3580 -0.0857 -0.0245 -0.0163 0.0735 0.211
S -1.9507 -0.9271 4.5160 0.0377 0.0212 0.0393 0.426
C -3.2473 -1.4898 3.5656 -0.0210 -0.0456 0.0115 -0.408
C -2.9633 -1.4302 2.2343 0.0354 -0.0374 -0.0918 -0.266
C -1.6680 -0.9047 1.9240 -0.0302 0.0853 0.1243 -0.486
C -1.0188 -0.5993 3.1004 -0.0534 0.0192 -0.0803 -0.290
C 0.3333 -0.0507 3.1716 -0.0006 -0.0553 0.0996 0.211
C 1.0532 0.1203 4.3533 -0.0131 0.0176 0.0177 -0.238
C 2.3411 0.6146 4.2902 -0.0159 0.0022 -0.0423 -0.143
C 2.8906 0.9266 3.0529 -0.0138 -0.0109 0.0003 -0.266
C 2.1126 0.7298 1.9278 0.0452 0.0277 0.0149 0.084
N 0.8716 0.2599 1.9894 -0.0784 -0.0313 -0.1788 -0.491
H -4.1468 -1.8504 4.0393 -0.0067 -0.0065 -0.0205 0.236
H -3.6736 -1.7879 1.5023 -0.0047 -0.0087 -0.0704 0.209
H 0.6031 -0.1456 5.3003 0.0142 0.0137 0.0090 0.224
H 2.9162 0.7507 5.1968 0.0028 0.0020 0.0011 0.220
H 3.8961 1.3092 2.9559 0.0046 -0.0034 0.0118 0.226
H 2.4942 0.9545 0.9389 -0.0313 0.0121 -0.0138 0.210
C -3.5516 4.4900 0.3784 -0.0044 -0.0171 0.0101 -0.224
C -3.6245 3.2032 0.9564 -0.0076 0.0209 0.0033 -0.214
C -2.6203 2.3005 0.7538 0.0305 -0.0434 0.0384 -0.212
C -1.4839 2.6140 -0.0396 0.0215 0.0003 0.0681 -0.010
C -0.4431 1.6626 -0.2768 0.1100 -0.0993 0.0507 -0.403
C 0.6470 2.0832 -1.0005 -0.0146 -0.0155 -0.0874 -0.275
C 0.7497 3.3928 -1.5275 -0.0001 0.0051 0.0065 -0.216
C -0.2604 4.2888 -1.3389 0.0041 -0.0018 0.0049 -0.192
C -1.4040 3.9209 -0.5886 -0.0256 0.0028 -0.0034 -0.094
C -2.4638 4.8377 -0.3677 0.0245 -0.0033 -0.0129 -0.178
H -4.3508 5.2018 0.5426 -0.0022 -0.0028 -0.0005 0.210
H -4.4742 2.9385 1.5736 -0.0010 0.0010 0.0042 0.209
H -2.6630 1.3272 1.2312 -0.0084 0.0433 -0.0295 0.210
H 1.4580 1.3932 -1.2264 -0.0058 0.0027 0.0291 0.199
H 1.6297 3.6743 -2.0943 -0.0010 -0.0013 0.0042 0.208
H -0.2010 5.2907 -1.7486 -0.0044 -0.0034 -0.0045 0.205
H -2.3876 5.8296 -0.7990 -0.0027 -0.0016 -0.0012 0.205
```
Positions in Å, forces in eV/Å.

# C4H11PS

2 unconnected molecules or ions with the total composition C4H11PS in a non-equilibrium geometry (wB97M-V/def2-TZVPD, the OMol25 dataset).

Computed properties:
Relative energy (zero: lowest compared OMol25 entry of this formula, charge and spin) ... 355.96 kJ/mol
Orbital gap ... 8.45 eV
Multiplicity ... 1
Total energy ... -24446.682 eV
Charge ... 0

Geometry as XYZ:
```
17
Properties=species:S:1:pos:R:3:forces:R:3:nbo_charge:R:1
C 1.3159 1.6694 1.5146 -0.8220 -1.5897 -0.2770 -0.599
C 0.2343 0.9034 0.6515 0.3347 3.7910 -1.0084 -0.469
C 0.8831 0.0248 -0.2822 -1.3776 -1.6420 -3.5408 -0.307
C -0.6211 -1.4417 -1.1902 1.4435 4.4899 1.1288 -0.682
P -1.8250 -0.0571 -1.6736 2.1222 -0.8677 -1.2896 0.333
S -1.1319 -2.4360 0.0841 -1.4946 -0.6575 1.3304 0.039
H 0.7840 2.5031 1.9651 0.6515 0.2256 0.2240 0.217
H 2.1645 1.9024 0.8838 -0.1082 0.8191 -0.2963 0.207
H 1.7824 0.9932 2.2435 -0.5207 0.1884 0.2626 0.203
H -0.3110 1.7626 0.0652 0.4283 -1.8027 1.2456 0.197
H -0.3943 0.2888 1.2203 -1.3809 -0.3495 1.3836 0.213
H 1.6156 -0.5538 0.2201 0.7146 -1.0953 -0.0969 0.184
H 1.1690 0.4764 -1.2480 0.2843 -0.2990 0.6359 0.194
H -0.0333 -1.6873 -2.0194 0.7747 -1.0343 -0.8844 0.226
H -2.2647 0.1156 -0.4272 -0.8738 0.3813 1.8810 -0.042
H -2.8764 -0.8631 -2.0542 -0.8020 -0.4919 -0.1788 -0.038
H -0.4912 -3.6008 0.0467 0.6260 -0.0657 -0.5196 0.125
```
Positions in Å, forces in eV/Å.

# C15H31ClO4P2Ru

A molecular structure, C15H31ClO4P2Ru in a non-equilibrium geometry (wB97M-V/def2-TZVPD, the OMol25 dataset).

Computed properties:
Relative energy (zero: lowest compared OMol25 entry of this formula, charge and spin) ... 305.73 kJ/mol
Orbital gap (spin up / spin down) ... 6.32 / 4.92 eV
<S²> ... 6.12
Multiplicity ... 5
Total energy ... -57900.714 eV
Charge ... +2

Geometry as XYZ:
```
54
Properties=species:S:1:pos:R:3:forces:R:3:nbo_charge:R:1
P 1.2219 0.3566 -4.3779 -2.0269 -2.8636 -7.5679 1.055
P 2.8474 2.4704 -3.5410 5.0080 4.8910 -5.3761 1.613
C 1.5410 1.5788 -5.8041 0.0214 0.0505 0.9414 -0.643
C 2.5842 2.6186 -5.4199 -0.1110 0.2001 -0.3968 -0.733
H 0.5506 2.0222 -6.0137 0.4965 -0.1459 -0.0049 0.235
H 1.8202 0.9402 -6.6517 -0.0209 0.2023 0.2652 0.263
H 3.5341 2.4262 -5.9360 -0.1003 -0.0518 0.4482 0.272
H 2.2481 3.6106 -5.7510 0.1977 -0.1664 0.3187 0.242
C 1.0520 3.3622 -3.4815 -2.1548 -0.9252 1.6518 -0.698
H 0.7427 3.4487 -2.4297 0.0097 0.1395 -0.3922 0.271
H 0.2650 2.8186 -4.0419 0.5864 0.3292 0.5044 0.231
H 1.1792 4.3505 -3.9589 1.0091 -0.6523 0.1824 0.291
C 3.9425 3.8720 -3.1440 -0.3244 0.0462 0.9598 -0.965
H 3.9869 4.7135 -3.8460 -0.5099 -0.3671 0.0063 0.274
H 4.9504 3.4515 -3.0654 -0.2510 -0.0958 -0.0182 0.288
H 3.6613 4.2152 -2.1475 0.1919 0.3257 -0.0142 0.268
C -0.2026 -0.3580 -5.3243 -0.6387 -0.1399 0.4514 -0.922
H -0.5114 -1.3412 -4.9391 0.1079 0.4118 -0.1509 0.252
H 0.1530 -0.4955 -6.3619 -0.1149 0.0737 0.5137 0.267
H -1.0633 0.3241 -5.3479 0.3217 -0.1321 -0.1138 0.218
C 2.3384 -1.0210 -4.7251 0.6540 -0.2081 0.1918 -0.947
H 3.2012 -0.9453 -4.0587 0.0417 -0.2791 -0.3789 0.277
H 2.6516 -0.9393 -5.7655 0.1899 -0.1265 0.0308 0.261
H 1.8319 -1.9761 -4.5868 -0.0294 0.0456 0.1139 0.250
Ru 1.7700 0.8785 -2.4420 -1.7458 1.0077 7.7953 0.727
C -2.9797 -0.4936 -4.0829 2.5230 1.7460 2.5871 0.100
C -3.8720 -1.0968 -4.8804 -2.7648 -2.4427 -1.4180 0.111
C -4.6549 -2.3161 -4.4662 0.3368 0.1829 -0.5994 -0.494
C -3.8053 -3.4071 -3.7352 -0.1730 0.1769 0.2520 -0.439
C -2.4365 -3.6767 -4.2776 0.5013 0.3513 -0.6041 -0.174
C -1.3319 -3.1127 -3.7718 -0.5212 -1.5776 0.0802 -0.219
C -1.3509 -2.1539 -2.6385 -0.1809 0.4203 0.4751 -0.453
C -2.3355 -0.9234 -2.7790 1.0079 0.8656 -0.2698 -0.533
C 1.2708 -0.6398 0.1677 0.3874 -0.1404 -0.2026 -0.306
H -2.7410 0.5553 -4.3293 -0.3812 -0.4646 0.0856 0.233
H -4.1313 -0.6747 -5.8665 0.3680 -0.0870 0.5015 0.253
H -5.1742 -2.7202 -5.3584 0.1899 0.2798 0.5643 0.268
H -5.4217 -2.0095 -3.7264 0.0186 0.0548 -0.4034 0.300
H -3.7171 -3.1197 -2.6722 -0.2287 -0.4169 -0.4078 0.216
H -4.3875 -4.3386 -3.8284 0.0810 0.4024 0.3225 0.274
H -2.3752 -4.3546 -5.1354 0.1302 0.0497 0.4309 0.235
H -0.3520 -3.5341 -4.0212 -0.3117 0.3754 -0.3515 0.233
H -0.3163 -1.7923 -2.5021 -0.6214 0.1615 0.0674 0.238
H -1.6388 -2.6180 -1.6728 0.3174 -0.0794 -0.5452 0.254
H -3.1185 -1.0413 -2.0064 -0.1770 0.0738 -0.4783 0.299
H -1.7315 -0.0542 -2.4377 -0.7346 -0.5292 -0.3412 0.260
H 1.6506 -1.5908 0.5396 -0.0006 -0.2433 0.2614 0.256
H 0.2044 -0.6139 0.3997 -0.2822 -0.1737 0.1051 0.245
H 1.7533 0.2061 0.6750 0.1662 -0.0745 -0.6693 0.222
O 2.7863 1.9050 -1.3267 0.0222 0.1934 0.6970 -0.338
Cl -1.2453 1.1152 -0.4399 0.2990 0.0599 0.1561 0.315
O -0.0551 1.6651 -1.4227 0.8407 -0.2666 -1.1125 -0.732
O 3.8560 1.2931 -3.6060 -2.3335 -1.6725 1.3763 -0.891
O 1.3549 -0.7520 -1.2281 0.7134 1.2054 -0.5205 -0.378
```
Positions in Å, forces in eV/Å.

# C40H35As2F5MoN4S4Sb

A molecular structure, C40H35As2F5MoN4S4Sb in a non-equilibrium geometry (wB97M-V/def2-TZVPD, the OMol25 dataset).

Computed properties:
Relative energy (zero: lowest compared OMol25 entry of this formula, charge and spin) ... 4.20 kJ/mol
Orbital gap (spin up / spin down) ... 5.45 / 5.32 eV
<S²> ... 2.06
Multiplicity ... 3
Total energy ... -235010.673 eV
Charge ... -1

Geometry as XYZ:
```
92
Properties=species:S:1:pos:R:3:forces:R:3:lowdin_spin:R:1
Mo -1.1296 0.0362 0.4757 0.1570 0.1961 -0.3265 1.781
S 3.1906 3.4331 2.0595 -0.0479 -0.0300 -0.1119 0.002
Sb 2.4674 2.0901 3.7756 -0.0779 0.2135 0.0197 0.001
S 0.9800 -0.0840 1.9677 0.0561 -0.0261 -0.1150 0.023
S -0.9400 -0.1882 2.6368 -0.3110 0.0528 0.9672 -0.057
S 4.0938 0.6232 4.3502 0.1601 0.2211 0.1949 0.005
N -0.0859 -1.8156 -0.3658 -0.0578 0.2608 -0.2419 0.012
C -0.3374 -1.9543 -1.7630 0.0172 0.0055 -0.1888 0.004
C 0.7091 -1.8957 -2.6765 -0.0124 -0.0499 0.1087 0.002
C 0.4489 -1.9157 -4.0390 0.0989 0.0071 0.0183 0.001
C -0.8599 -2.0030 -4.4864 -0.0819 -0.0099 -0.0022 0.002
C -1.9008 -2.0721 -3.5694 0.0284 -0.0100 0.0477 0.001
C -1.6654 -2.0465 -2.1944 0.1223 0.0128 -0.0707 0.006
C -2.7874 -2.0574 -1.2221 -0.2170 -0.0135 0.0414 0.022
C -3.8595 -2.9238 -1.4587 0.0489 0.0563 0.0304 -0.004
C -4.9769 -2.9138 -0.6393 -0.0004 -0.0153 -0.0180 0.026
C -5.0334 -2.0176 0.4191 -0.0470 -0.0183 -0.0074 -0.002
C -3.9697 -1.1602 0.6575 0.0798 -0.0172 0.0050 0.031
C -2.8108 -1.1611 -0.1315 0.0467 -0.0629 -0.2614 0.005
H -0.4694 -2.5810 0.2008 -0.0743 -0.0571 0.0162 0.003
H 0.9013 -1.7608 -0.1406 0.1024 -0.0109 -0.0240 0.002
H 1.7289 -1.8219 -2.3118 -0.0483 0.0016 -0.0138 0.000
H 1.2696 -1.8526 -4.7455 -0.0673 -0.0110 0.0636 0.000
H -1.0746 -2.0046 -5.5478 -0.0007 -0.0006 0.0247 0.000
H -2.9259 -2.1124 -3.9186 0.0271 0.0114 0.0122 0.000
H -3.8124 -3.6180 -2.2914 0.0189 0.0209 0.0198 -0.001
H -5.7975 -3.5961 -0.8311 0.0356 0.0298 0.0191 0.002
H -5.9046 -1.9907 1.0651 0.0341 0.0111 -0.0327 -0.001
H -4.0417 -0.4681 1.4892 0.0030 0.0190 0.0219 0.003
C 3.3505 -4.8107 3.2574 -0.0500 0.0508 -0.0423 0.000
As 2.3786 -3.3551 2.3379 0.1863 -0.0125 0.0575 0.000
C 3.8401 -2.0507 2.4369 -0.1046 -0.2305 -0.0801 0.001
C 1.2698 -2.8725 3.8825 -0.1599 -0.0011 0.0100 -0.001
C 1.8388 -2.2560 4.9919 -0.0646 0.0118 -0.0240 0.000
C 1.0659 -1.9071 6.0884 -0.0343 0.0258 -0.0398 0.000
C -0.2874 -2.2052 6.0982 -0.0121 0.0071 0.0000 0.000
C -0.8680 -2.8243 5.0001 -0.0529 0.0134 0.0783 -0.003
C -0.1086 -3.1483 3.8797 0.2629 -0.0118 -0.0009 -0.003
As -0.9605 -3.8484 2.2668 -0.1520 -0.0175 0.0300 0.000
C -0.6570 -5.7693 2.5558 -0.0246 0.0588 -0.0065 0.000
C -2.8408 -3.7753 2.8226 0.0631 -0.1540 -0.0457 0.000
H 4.1377 -5.1901 2.6058 0.0007 -0.0022 -0.0022 0.000
H 2.6633 -5.6217 3.4949 -0.0149 -0.0257 -0.0053 0.000
H 3.7913 -4.4387 4.1822 0.0123 0.0126 -0.0034 0.000
H 4.1180 -1.7769 3.4544 -0.0305 -0.1176 -0.1719 0.000
H 3.5725 -1.1347 1.9151 0.0406 -0.0448 0.0380 0.001
H 4.6931 -2.5125 1.9385 0.0453 -0.0137 -0.0376 0.000
H 2.8825 -1.9767 4.9912 0.0262 -0.0019 0.0146 0.000
H 1.5238 -1.3713 6.9094 -0.0021 -0.0265 0.0451 0.000
H -0.9021 -1.9327 6.9470 -0.0032 0.0020 0.0137 0.000
H -1.9334 -3.0235 5.0176 0.0738 0.0133 0.0031 0.000
H -0.9065 -6.0434 3.5799 -0.0063 -0.0167 0.0119 0.000
H 0.3894 -6.0005 2.3614 0.0089 0.0064 -0.0013 0.000
H -1.2759 -6.3346 1.8588 -0.0028 -0.0097 0.0055 0.000
H -3.0429 -4.4241 3.6770 0.0016 0.0338 -0.0293 0.000
H -3.4497 -4.0858 1.9723 0.0125 0.0033 0.0357 0.000
H -3.1002 -2.7464 3.0647 -0.0166 0.0229 -0.0139 0.000
N 2.9956 5.0359 -2.8273 -0.0060 -0.0619 0.3698 0.000
C 3.5256 5.7435 -3.8750 -0.0674 -0.0516 -0.2140 0.001
C 4.4520 6.7770 -3.9454 0.0932 0.1025 0.0121 0.000
C 4.7500 7.2586 -5.2074 0.0289 0.0058 0.1598 0.001
C 4.1462 6.7283 -6.3560 -0.1000 -0.0978 -0.1171 0.000
C 3.2261 5.6988 -6.2797 0.0344 0.0524 -0.0785 0.001
C 2.9124 5.1975 -5.0173 0.1615 0.1773 0.0597 0.000
N 2.0478 4.1896 -4.6537 -0.2055 -0.1917 -0.1441 0.003
C 2.1216 4.1205 -3.3536 0.2855 0.3201 -0.2118 0.000
C 1.3837 3.1844 -2.5185 -0.2298 -0.2461 0.0399 0.008
C 0.5924 2.1884 -3.0958 0.1137 0.1255 -0.0871 -0.001
C -0.0714 1.3062 -2.2756 0.0030 0.0263 -0.0499 0.013
N 0.0272 1.3544 -0.9376 -0.3412 -0.2196 -0.0165 0.020
C 0.7771 2.3091 -0.3867 0.0078 0.2072 0.0592 0.012
C 1.4516 3.2469 -1.1405 0.2067 -0.0094 0.3019 -0.002
H 3.2404 5.1239 -1.8532 0.0000 0.0023 -0.0990 0.000
H 4.9187 7.1861 -3.0564 -0.0278 -0.0236 -0.0696 0.000
H 5.4668 8.0640 -5.3134 -0.0262 -0.0302 0.0213 0.000
H 4.4123 7.1402 -7.3220 -0.0236 -0.0279 0.0173 0.000
H 2.7548 5.2843 -7.1633 0.0412 0.0383 0.0467 0.000
H 0.5111 2.1241 -4.1723 -0.0238 -0.0328 0.0468 0.000
H -0.7095 0.5342 -2.6800 -0.0240 -0.0046 -0.0715 0.002
H 0.8660 2.3512 0.6904 -0.0304 -0.1008 0.0987 0.002
H 2.0404 3.9680 -0.5820 -0.0567 -0.0689 -0.0635 0.000
F -2.9987 1.2272 -1.8246 -0.0379 -0.0233 -0.0887 0.014
C -3.2374 1.9966 -0.7383 0.1413 -0.0291 0.1799 0.018
C -2.5501 1.7557 0.4438 0.1798 -0.2576 -0.0627 0.009
C -2.8492 2.6391 1.4717 0.1463 -0.2207 0.0123 0.019
F -2.2402 2.5326 2.6674 -0.0705 0.0704 -0.0371 0.003
C -3.7732 3.6621 1.3553 -0.0682 0.1291 0.0634 -0.004
F -4.0350 4.4838 2.3829 0.0225 -0.0590 -0.0679 -0.003
C -4.4380 3.8424 0.1588 -0.0662 0.0948 0.0358 0.018
F -5.3302 4.8307 0.0262 -0.0094 -0.0063 -0.0071 0.006
C -4.1681 3.0014 -0.9025 -0.1162 0.0717 -0.1843 -0.003
F -4.8072 3.1828 -2.0713 0.0695 -0.0235 0.1099 -0.002
```
Positions in Å, forces in eV/Å.